[1]
C4H6BaLiO2 | ωB97M-V with the def2-TZVPD basis set

The geometry in ORCA input format:
```
! wB97M-V def2-TZVPD RIJCOSX def2/J DEFGRID3
* xyz 2 2
O 2.2537 0.9856 0.2463
C 1.4491 1.7063 0.9843
C 0.3825 2.4611 0.7380
Li 3.9766 1.1899 0.9981
Ba 1.6610 -0.8286 -1.3584
H -0.1507 2.9520 1.5514
H 0.0580 2.6372 -0.2962
C -1.4518 -1.3737 -0.1276
C -0.6492 -2.2664 -0.7877
O -2.3853 -0.6950 -0.7415
H -1.3214 -1.1818 0.9431
H -0.0914 -2.9840 -0.1772
H -0.9255 -2.5598 -1.8070
H -2.8057 -0.0428 -0.1656
*
```

Computed properties:
HOMO level (spin up / spin down): -14.9 / -15.5 eV
expectation value of S²: 0.76
frontier orbital gap (spin up / spin down): 6.95 / 7.55 eV

***

[2]
C4H6BiLiO | ωB97M-V with the def2-TZVPD basis set

The geometry in ORCA input format:
```
! wB97M-V def2-TZVPD RIJCOSX def2/J DEFGRID3
* xyz 3 2
C -0.5254 1.2658 -0.6350
C -0.4044 1.4657 -1.9851
H -1.0994 0.3644 -0.3974
H -0.4538 2.1293 0.0359
H -0.5385 0.6209 -2.6687
H -0.3035 2.4745 -2.3937
Li 1.8902 1.0909 -1.3542
O -0.1515 -2.7037 1.3631
C 0.5444 -1.6611 1.7822
C 0.3711 -0.3751 1.4805
Bi -1.8321 -3.2106 0.7408
H 1.0306 0.4614 1.7078
H 1.4723 -1.9223 2.3240
*
```

Computed properties:
HOMO level (spin up / spin down): -21.6 / -21.7 eV
expectation value of S²: 1.25
frontier orbital gap (spin up / spin down): 5.91 / 5.71 eV

***

[3]
C4H6BiO5 | ωB97M-V with the def2-TZVPD basis set

The geometry in ORCA input format:
```
! wB97M-V def2-TZVPD RIJCOSX def2/J DEFGRID3
* xyz 3 1
O 2.3555 -1.4694 2.0117
C 1.6378 -1.1482 0.9758
O 0.3591 -0.8523 1.2129
O 2.2028 -0.6222 0.0039
H 1.8407 -1.7222 2.7906
C 1.0604 0.7701 -1.3398
C -0.0499 1.3231 -0.6685
O -1.1898 0.4424 -0.7582
C -2.4294 0.8839 -0.6630
O -3.0447 -0.2133 -0.2243
Bi -1.4430 -1.4712 0.3604
H 1.8517 1.4947 -1.5354
H 0.8600 -0.1190 -1.9452
H -0.3705 2.3328 -0.9293
H 0.3701 0.5183 0.9071
H -4.0111 -0.1475 -0.1988
*
```

Computed properties:
HOMO level: -23.2 eV
frontier orbital gap: 5.92 eV

***

[4]
C4H6Br2N2O2 | ωB97M-V with the def2-TZVPD basis set

The geometry in ORCA input format:
```
! wB97M-V def2-TZVPD RIJCOSX def2/J DEFGRID3
* xyz 0 3
C -1.1510 -0.9891 -0.3168
C 0.2613 -1.5475 -0.6166
C 1.3917 -0.6576 -0.0651
C -0.2460 1.3354 0.1510
N -1.2824 0.3619 -0.0821
N 1.0754 0.7386 -0.3992
O -2.1158 -1.7111 -0.4177
O -0.2897 1.7536 1.4739
Br -3.1341 1.0198 -0.0094
Br 2.4417 2.0304 -0.1650
H 0.1632 -2.5852 -0.0546
H 0.4697 -1.5927 -1.6223
H 1.4385 -0.7342 1.0910
H 2.2499 -0.7944 -0.6284
H -0.5050 2.1738 -0.3894
H -0.7675 1.1982 2.0506
*
```

Computed properties:
HOMO level (spin up / spin down): -6.3 / -10.1 eV
expectation value of S²: 2.01
frontier orbital gap (spin up / spin down): 5.56 / 7.48 eV

***

[5]
C4H6Br2O2 | ωB97M-V with the def2-TZVPD basis set

The geometry in ORCA input format:
```
! wB97M-V def2-TZVPD RIJCOSX def2/J DEFGRID3
* xyz 0 1
C -0.4682 0.7704 -0.5254
C 1.3642 0.0584 1.9872
C -2.2045 -0.4486 -1.7247
C 1.7445 -0.0382 0.5755
O -0.8558 1.9152 -0.3352
O -0.9245 -0.3106 -1.0289
Br 3.1064 0.9833 -0.1192
Br 1.7795 -1.8430 -0.0547
H 1.2086 1.0627 2.0959
H 2.1103 -0.1830 2.6213
H 0.5275 -0.4584 2.2643
H -2.4787 0.5491 -2.1828
H -2.9269 -0.7907 -1.0221
H -1.9825 -1.2666 -2.5514
*
```

Computed properties:
HOMO level (spin up / spin down): -8.0 / -8.3 eV
frontier orbital gap (spin up / spin down): 7.96 / 8.16 eV

***

[6]
C4H6BrF | ωB97M-V with the def2-TZVPD basis set

The geometry in ORCA input format:
```
! wB97M-V def2-TZVPD RIJCOSX def2/J DEFGRID3
* xyz 0 1
C 1.0287 0.8663 0.4929
C 0.9636 1.9489 -0.2158
C -0.5332 -1.6957 -0.3851
C -0.8666 -0.5620 0.5089
F 2.0139 2.8075 -0.3177
Br -2.2094 0.6100 -0.1089
H 1.7893 0.4057 1.0820
H 0.1135 2.3042 -0.7800
H 0.2504 -2.3080 0.0512
H -0.2097 -1.3437 -1.3644
H -1.4184 -2.3203 -0.5376
H -0.9221 -0.7130 1.5746
*
```

Computed properties:
HOMO level (spin up / spin down): -9.0 / -9.0 eV
frontier orbital gap (spin up / spin down): 9.12 / 9.12 eV

***

[7]
C4H6BrN | ωB97M-V with the def2-TZVPD basis set

The geometry in ORCA input format:
```
! wB97M-V def2-TZVPD RIJCOSX def2/J DEFGRID3
* xyz 0 1
C 1.3379 0.3342 0.6064
C -0.1715 0.3942 0.4682
N -0.5354 1.1899 -0.7031
C -1.1106 0.3468 -1.4303
C -0.7252 -1.0118 -0.2366
Br -1.9992 -2.0103 0.8301
H 1.6876 -0.3503 1.3233
H 1.8130 1.4664 0.9694
H 1.8146 0.0940 -0.2806
H -0.7622 0.6185 1.4560
H -1.4481 0.5581 -2.3365
H 0.0989 -1.6296 -0.6661
*
```

Computed properties:
SMILES string: C[C@H]1N=C[C@@H]1Br
HOMO level: -9.4 eV
frontier orbital gap: 10.21 eV

***

[8]
C4H6BrN2 | ωB97M-V with the def2-TZVPD basis set

The geometry in ORCA input format:
```
! wB97M-V def2-TZVPD RIJCOSX def2/J DEFGRID3
* xyz 1 1
C -1.5251 0.0223 -0.9108
C -0.4231 0.7377 -0.6477
C 0.3177 -1.1678 0.5968
C 1.5665 0.8182 0.6763
N -1.6772 -1.2121 -0.3744
N 0.4885 0.0477 0.2886
Br -2.4528 -2.5504 -1.1552
H -2.2445 0.3948 -1.6181
H -0.1495 1.7894 -0.6817
H 0.7392 -1.9072 1.2981
H 2.3038 0.1615 1.3051
H 1.7971 1.4055 -0.1742
H 1.2595 1.4602 1.3972
*
```

Computed properties:
HOMO level (spin up / spin down): -13.3 / -13.3 eV
frontier orbital gap (spin up / spin down): 7.25 / 7.46 eV

***

[9]
C4H6BrNO | ωB97M-V with the def2-TZVPD basis set

The geometry in ORCA input format:
```
! wB97M-V def2-TZVPD RIJCOSX def2/J DEFGRID3
* xyz 0 1
C 0.3255 1.6122 0.6314
C -0.2491 1.2717 -0.4555
C -0.9919 -0.1520 -0.5233
C 0.7898 -1.4359 0.2793
N -0.4490 -0.8778 0.5297
O -0.4741 -0.1710 1.6077
Br -0.3135 2.1581 -2.1168
H 0.8044 2.4846 0.9792
H -1.9883 0.1523 -0.1364
H -0.8415 -0.6444 -1.5543
H 1.0612 -2.0435 1.1768
H 0.7576 -1.8778 -0.7396
H 1.5690 -0.4764 0.3220
*
```

Computed properties:
HOMO level (spin up / spin down): -8.8 / -8.8 eV
frontier orbital gap (spin up / spin down): 8.31 / 8.36 eV

***

[10]
C4H6BrNO3 | ωB97M-V with the def2-TZVPD basis set

The geometry in ORCA input format:
```
! wB97M-V def2-TZVPD RIJCOSX def2/J DEFGRID3
* xyz 0 1
C 2.4496 0.7368 0.1885
C 1.0475 0.8890 0.3979
Br 0.1977 2.5023 1.0015
N 0.2134 -0.1303 0.3086
O 0.3159 -1.2429 -0.1892
O -1.0551 0.1602 0.8056
C -2.1288 -0.6078 0.2385
C -1.5560 -1.0958 -1.0941
O -1.2933 -0.2842 -1.9555
H 2.6902 0.4029 -0.8288
H 2.9511 0.1688 1.0250
H 2.9134 1.8114 0.2347
H -2.3919 -1.3195 0.8817
H -3.0075 0.1680 0.1370
H -1.3460 -2.1588 -1.1515
*
```

Computed properties:
SMILES string: C/C(Br)=[N+](\[O-])OCC=O
HOMO level: -8.9 eV
frontier orbital gap: 9.50 eV

***

[11]
C4H6BrNO3 | ωB97M-V with the def2-TZVPD basis set

The geometry in ORCA input format:
```
! wB97M-V def2-TZVPD RIJCOSX def2/J DEFGRID3
* xyz 0 3
C 1.0267 -1.4098 -1.2064
C -0.8780 0.3999 1.0875
C 1.9448 -0.2774 -0.8140
C -1.6789 1.6996 1.2482
N -0.2367 -1.4308 -0.5753
O 1.3080 -2.3076 -1.9626
O -0.0735 0.0256 1.8262
O -1.0171 -0.0468 -0.1721
Br -1.3092 -2.8535 -1.0517
H 2.0525 -0.4109 0.1671
H 2.9398 -0.3687 -1.2831
H 1.3843 0.7506 -1.0934
H -0.8840 2.3629 1.1351
H -2.4192 2.0036 0.4455
H -2.1596 1.8633 2.2491
*
```

Computed properties:
HOMO level (spin up / spin down): -7.4 / -10.4 eV
expectation value of S²: 2.02
frontier orbital gap (spin up / spin down): 7.58 / 7.25 eV

***

[12]
C4H6BrNO4 | ωB97M-V with the def2-TZVPD basis set

The geometry in ORCA input format:
```
! wB97M-V def2-TZVPD RIJCOSX def2/J DEFGRID3
* xyz 0 1
C -1.3416 -0.8122 0.4150
C -0.4907 0.2616 1.0332
C -1.3152 -0.6225 -1.1887
C 1.2292 0.2213 0.0465
N 2.0309 1.3983 0.2777
O 3.0735 1.2817 0.8153
O 1.4963 2.4170 -0.1188
O -0.0114 -0.8279 -1.6569
O 0.7875 0.2534 -1.2776
Br 2.1813 -1.4507 0.5567
H -1.0227 -1.8617 0.5113
H -2.2675 -0.9373 0.7979
H -0.7730 1.2805 0.7484
H -0.1896 0.2016 2.0960
H -1.9480 -1.2670 -1.7512
H -1.4390 0.4639 -1.3046
*
```

Computed properties:
HOMO level: -10.0 eV
frontier orbital gap: 9.62 eV

***

[13]
C4H6BrNOS | ωB97M-V with the def2-TZVPD basis set

The geometry in ORCA input format:
```
! wB97M-V def2-TZVPD RIJCOSX def2/J DEFGRID3
* xyz 0 1
C -0.6127 0.3668 0.5097
C 0.2742 -1.9394 -1.0056
C 1.5266 0.4750 -1.1897
C -1.4110 1.2690 1.3972
N -0.3537 -0.7964 0.9632
O 0.2037 -1.8419 0.3058
S 0.0057 1.2414 -0.9173
Br 2.7453 0.2690 0.2496
H -0.4139 -1.4296 -1.6581
H 0.8694 -2.7649 -1.3451
H 1.9729 0.6538 -2.1508
H -0.7546 1.9926 1.8782
H -1.9149 0.6890 2.1643
H -2.1369 1.8156 0.7985
*
```

Computed properties:
HOMO level (spin up / spin down): -7.5 / -7.9 eV
frontier orbital gap (spin up / spin down): 7.15 / 8.02 eV

***

[14]
C4H6BrOP | ωB97M-V with the def2-TZVPD basis set

The geometry in ORCA input format:
```
! wB97M-V def2-TZVPD RIJCOSX def2/J DEFGRID3
* xyz 0 1
C 1.0104 1.6906 0.0293
C -0.2915 1.5623 0.3040
P -0.9739 -0.0065 -0.3998
O -0.8714 -0.0309 -1.8655
Br -3.0437 -0.0795 0.3496
C -0.2185 -1.2553 0.4659
C 0.7410 -1.8806 -0.1654
H 1.5133 2.5737 0.3483
H 1.3938 0.7474 -0.3863
H -0.9464 2.3168 0.6160
H -0.6409 -1.5524 1.4972
H 1.2471 -2.6250 0.3925
H 1.0807 -1.4607 -1.1857
*
```

Computed properties:
SMILES string: C=CP(=O)(Br)C=C
HOMO level: -10.2 eV
frontier orbital gap: 10.54 eV

***

[15]
C4H6CdF12N2O11S4 | ωB97M-V with the def2-TZVPD basis set

The geometry in ORCA input format:
```
! wB97M-V def2-TZVPD RIJCOSX def2/J DEFGRID3
* xyz 0 1
Cd 0.0645 0.1342 -0.4383
C 1.8198 4.9006 -1.2425
F 2.3106 5.5713 -0.1898
F 1.9231 5.7442 -2.2724
F 2.5737 3.8299 -1.4545
S -0.0549 4.3683 -1.2636
O -0.8144 5.6638 -1.1428
O -0.3000 3.6182 -2.4827
N -0.1186 3.2103 0.0698
S -0.7266 4.1594 1.1983
O -0.0371 5.3875 1.5037
O -2.1414 4.3653 0.9742
C -0.4893 3.0819 2.7772
F -0.5674 1.8168 2.3788
F 0.8138 3.3201 3.3359
F -1.4003 3.2901 3.6962
C -0.2307 -4.6117 -2.0538
F 0.3351 -3.7978 -2.9590
F -1.5044 -4.3811 -2.0058
F -0.0691 -5.8691 -2.4195
S 0.5059 -4.3287 -0.2758
O 0.2632 -5.5437 0.5069
O 1.8956 -4.0139 -0.4417
N -0.3985 -2.9744 0.3418
S -1.5369 -3.5498 1.3003
O -2.5228 -2.5398 1.6858
O -2.1582 -4.7862 0.7784
C -0.5753 -4.0288 2.9837
F -1.3382 -3.8412 4.0389
F -0.0627 -5.2946 3.0438
F 0.4674 -3.2338 3.0403
O 1.0117 -0.1090 -3.2008
H 0.7413 0.5647 -3.8247
H 1.9008 -0.3413 -3.4688
O 2.7585 0.1717 1.0243
H 3.3108 -0.5472 1.3315
H 3.3670 0.8958 0.8771
O -2.6725 -0.0318 -1.7243
H -2.8468 0.0936 -2.6571
H -3.4969 -0.3637 -1.3686
*
```

Computed properties:
HOMO level: -10.4 eV
frontier orbital gap: 4.73 eV

***

[16]
C4H6Cl2N2 | ωB97M-V with the def2-TZVPD basis set

The geometry in ORCA input format:
```
! wB97M-V def2-TZVPD RIJCOSX def2/J DEFGRID3
* xyz 0 1
H -3.5678 1.1385 -1.0829
N -3.0207 0.3592 -0.7387
C -1.9868 0.5821 -0.1088
Cl -1.3472 2.1929 0.2700
C -1.0734 -0.4775 0.4395
Cl -1.8042 -2.0800 0.1889
N 0.1615 -0.4413 -0.2631
C 1.2385 -0.2213 0.3466
C 2.5280 -0.1765 -0.3774
H -0.9705 -0.3401 1.5328
H 1.2770 -0.0463 1.4327
H 3.2011 -0.9302 0.0288
H 2.9955 0.7965 -0.2323
H 2.3689 -0.3560 -1.4360
*
```

Computed properties:
SMILES string: [H]/N=C(\Cl)[C@@H](Cl)/N=C/C
HOMO level: -10.3 eV
frontier orbital gap: 11.05 eV

***

The F_max results, record by record, are as follows: 0.0268; 0.0934; 0.1424; 0.1117; 0.0713; 0.0780; 0.1475; 0.1050; 0.0700; 0.0999; 0.1027; 0.1158; 0.0357; 0.0657; 0.0952; 0.0162 Eh/bohr.
The DFT total energy results, record by record, are as follows: -338.9012; -451.9629; -745.2339; -5563.8396; -5454.3793; -2829.7514; -2784.6586; -2839.0723; -2859.8149; -3010.3142; -3010.2925; -3085.4684; -3258.0194; -3146.6008; -4051.7748; -1185.8895 Ha.